No. 1
114
Properties=species:S:1:pos:R:3:forces:R:3:mulliken_charge:R:1 method="wB97M-V/def2-TZVPD" e_lumo_ev=1.00 orbital_gap_ev=7.685 charge=-1 homo_energy_ev=-6.681
C 3.690 -0.265 -0.565 -0.700 -0.394 -0.085 -0.68
Al 2.742 -1.949 -1.009 1.324 0.482 -0.743 0.32
Cl 3.857 -3.674 -0.198 -0.400 0.019 -0.065 -0.40
S 0.577 -1.776 -0.100 0.675 -1.132 1.358 0.59
O 0.680 -1.174 1.225 -0.309 0.688 -0.278 -0.61
O -0.095 -3.074 -0.101 -0.447 0.424 -0.702 -0.41
C -0.404 -0.560 -1.163 0.752 -0.202 0.057 0.56
F -1.113 -1.199 -2.100 -0.058 -0.025 0.239 -0.11
F 0.513 0.189 -1.801 -0.105 0.104 0.013 -0.26
F -1.187 0.244 -0.468 -0.354 0.053 0.132 -0.16
H 3.606 -0.024 0.495 0.222 0.047 -0.022 0.25
H 3.231 0.546 -1.131 -0.115 0.167 -0.052 0.37
H 4.729 -0.332 -0.887 0.005 0.015 0.126 -0.01
H 2.580 -2.130 -2.582 -0.266 -0.188 -0.006 -0.25
C -4.347 1.172 -3.628 0.079 -0.052 0.013 0.15
Cl -4.918 2.321 -2.395 0.031 -0.349 -0.059 -0.02
Cl -3.804 2.085 -5.045 -0.048 0.075 -0.026 -0.12
Cl -3.008 0.225 -3.004 -0.502 0.281 -0.171 0.11
Cl -5.674 0.102 -4.095 0.006 0.000 -0.008 -0.12
C 7.141 -0.127 1.082 -0.006 -0.164 0.021 -0.02
Cl 8.227 -0.217 2.483 0.061 0.032 0.139 -0.12
Cl 8.137 0.186 -0.359 -0.258 -0.009 0.131 0.02
Cl 6.271 -1.648 0.925 0.339 0.226 -0.137 0.13
Cl 5.996 1.192 1.324 0.249 -0.005 -0.177 -0.01
C -4.158 6.707 -1.621 0.032 -0.035 -0.015 0.27
Cl -4.396 8.250 -2.453 0.017 0.018 0.014 -0.11
Cl -4.250 5.384 -2.780 0.014 0.248 0.011 -0.03
Cl -2.567 6.689 -0.850 -0.396 -0.037 0.275 -0.06
Cl -5.407 6.501 -0.388 -0.026 0.003 -0.011 -0.07
C 10.314 2.890 -3.095 -0.041 0.011 0.087 0.24
Cl 11.233 3.080 -4.595 0.005 -0.001 -0.016 -0.11
Cl 9.652 1.260 -3.017 0.130 0.075 -0.053 0.05
Cl 11.381 3.168 -1.712 -0.010 -0.002 -0.020 -0.11
Cl 8.994 4.065 -3.064 0.014 -0.011 -0.003 -0.08
C -2.217 -6.187 0.585 0.096 0.086 -0.084 0.15
Cl -2.631 -4.748 -0.333 -0.070 -0.090 0.039 0.08
Cl -2.262 -7.605 -0.480 0.000 -0.035 0.003 -0.10
Cl -0.606 -6.023 1.269 -0.052 -0.005 0.007 -0.05
Cl -3.399 -6.410 1.898 -0.009 -0.032 0.045 -0.11
C 1.536 7.075 -3.067 0.026 -0.016 0.071 0.26
Cl 2.671 6.083 -2.147 -0.012 0.031 0.000 -0.04
Cl -0.023 7.120 -2.232 0.393 0.032 -0.299 0.02
Cl 2.176 8.718 -3.218 -0.001 -0.007 0.008 -0.11
Cl 1.317 6.380 -4.676 -0.003 0.010 0.000 -0.11
C -0.864 -4.310 -4.611 0.078 0.043 0.145 0.18
Cl -1.605 -5.920 -4.564 -0.032 -0.010 -0.018 -0.10
Cl -2.032 -3.156 -5.282 -0.029 0.007 -0.024 -0.11
Cl -0.418 -3.818 -2.990 0.012 -0.317 -0.123 0.09
Cl 0.569 -4.356 -5.647 -0.017 -0.006 -0.023 -0.12
C -2.779 2.763 2.453 -0.052 0.047 -0.036 0.20
Cl -1.735 1.376 2.704 -0.017 -0.014 -0.144 -0.01
Cl -1.824 4.252 2.544 0.000 0.016 -0.014 -0.11
Cl -3.562 2.680 0.861 0.135 -0.073 0.105 0.04
Cl -4.031 2.803 3.707 -0.017 0.007 0.001 -0.12
C 5.445 4.083 4.258 -0.032 -0.091 -0.054 0.23
Cl 5.637 4.743 2.630 0.001 0.052 0.009 0.01
Cl 6.188 5.180 5.432 0.001 0.011 -0.016 -0.13
Cl 3.727 3.906 4.622 0.019 0.007 0.001 -0.10
Cl 6.232 2.508 4.330 0.044 0.068 0.276 -0.01
C -6.304 -6.914 -2.213 0.138 0.062 -0.004 0.26
Cl -8.067 -6.768 -2.220 -0.015 -0.009 0.015 -0.11
Cl -5.855 -8.577 -2.623 -0.013 -0.020 0.001 -0.12
Cl -5.618 -5.809 -3.410 0.008 -0.028 0.007 -0.07
Cl -5.670 -6.521 -0.619 -0.119 0.247 -0.306 0.04
C 7.323 -0.890 -5.580 0.132 -0.013 0.123 0.35
Cl 8.098 -1.503 -4.099 -0.156 0.174 -0.219 -0.01
Cl 5.619 -0.621 -5.290 -0.221 -0.015 0.154 -0.07
Cl 8.079 0.637 -6.058 0.051 -0.063 -0.087 -0.11
Cl 7.508 -2.077 -6.880 0.080 0.027 -0.001 -0.13
C -9.373 7.545 -1.175 0.038 0.013 -0.032 0.25
Cl -8.968 7.643 0.542 0.016 -0.015 0.000 -0.10
Cl -8.268 8.564 -2.101 0.030 -0.026 0.006 -0.07
Cl -9.226 5.868 -1.719 -0.029 0.092 0.027 0.02
Cl -11.031 8.110 -1.415 0.096 -0.004 0.000 -0.07
C 8.797 -5.290 -3.447 -0.060 0.022 0.023 0.28
Cl 8.846 -7.060 -3.487 0.022 0.010 0.005 -0.12
Cl 7.206 -4.758 -2.911 0.027 -0.034 -0.004 -0.01
Cl 10.029 -4.694 -2.323 -0.020 0.003 -0.021 -0.10
Cl 9.136 -4.661 -5.065 0.018 -0.142 0.032 -0.08
C 4.540 -2.789 4.529 0.019 -0.078 -0.127 0.21
Cl 5.646 -3.648 5.615 0.171 0.198 -0.128 -0.11
Cl 2.897 -2.876 5.193 -0.011 -0.011 0.030 -0.12
Cl 5.025 -1.095 4.415 -0.005 0.031 -0.012 -0.02
Cl 4.567 -3.534 2.938 -0.201 0.008 0.286 0.01
C -14.514 5.779 -1.228 0.015 -0.036 0.003 0.32
Cl -15.165 4.955 0.192 0.002 0.009 -0.005 -0.10
Cl -15.585 5.511 -2.607 0.004 0.006 0.005 -0.10
Cl -14.401 7.513 -0.900 -0.054 -0.014 0.003 -0.11
Cl -12.910 5.140 -1.596 -0.194 0.185 0.058 0.00
C 6.312 8.340 0.719 -0.030 -0.011 0.017 0.31
Cl 6.108 9.648 -0.452 0.004 -0.002 -0.008 -0.10
Cl 6.434 6.800 -0.139 -0.012 -0.010 -0.017 -0.06
Cl 7.787 8.609 1.653 -0.004 -0.006 0.001 -0.10
Cl 4.923 8.305 1.807 0.008 0.006 -0.026 -0.08
C -8.137 -9.129 1.628 0.049 0.010 0.044 0.30
Cl -6.452 -8.616 1.635 -0.090 -0.252 0.241 -0.02
Cl -9.177 -7.742 1.292 0.001 0.009 -0.005 -0.09
Cl -8.372 -10.359 0.379 -0.007 0.014 -0.011 -0.10
Cl -8.563 -9.806 3.207 -0.001 -0.015 -0.014 -0.11
C -9.921 1.623 -2.902 0.057 -0.054 0.010 0.20
Cl -9.987 1.565 -4.667 -0.009 0.015 -0.002 -0.10
Cl -11.007 2.894 -2.316 0.152 -0.242 -0.072 -0.05
Cl -10.444 0.071 -2.242 -0.002 -0.011 -0.001 -0.11
Cl -8.265 1.950 -2.391 -0.129 0.083 0.014 0.05
C 4.120 -6.909 8.467 -0.053 0.045 -0.074 0.24
Cl 3.892 -5.429 7.538 0.007 -0.522 0.093 0.08
Cl 4.285 -8.280 7.363 0.016 -0.002 0.009 -0.11
Cl 5.585 -6.764 9.448 -0.001 -0.001 0.021 -0.12
Cl 2.730 -7.182 9.526 -0.007 0.007 0.005 -0.10
C 2.472 -2.488 10.575 0.006 0.070 -0.085 0.26
Cl 2.681 -2.756 8.845 -0.117 0.241 0.163 0.04
Cl 1.308 -1.182 10.838 0.012 -0.006 0.007 -0.11
Cl 1.877 -3.962 11.344 -0.002 -0.028 0.001 -0.09
Cl 4.026 -2.041 11.291 0.005 -0.001 0.011 -0.11


No. 2
7
Properties=species:S:1:pos:R:3:forces:R:3:mulliken_charge:R:1 method="wB97M-V/def2-TZVPD" e_lumo_ev=-1.65 smiles="O=[N+]([O-])[C@@H](F)Cl" orbital_gap_ev=10.259 homo_energy_ev=-11.904 e_above_lowest_ev=0.850
O -0.725 1.032 1.224 0.611 0.153 -1.502 -0.47
N -0.117 0.875 0.167 0.702 0.601 0.700 0.83
O 0.544 1.676 -0.471 -0.990 -0.650 0.734 -0.47
C -0.115 -0.551 -0.302 -0.068 -1.953 1.465 0.08
F 0.159 -0.646 -1.615 -0.344 -0.064 2.090 -0.15
Cl 1.388 -1.371 0.889 -2.415 1.229 -2.179 -0.17
H -1.134 -1.016 0.108 2.505 0.683 -1.308 0.35


No. 3
10
Properties=species:S:1:pos:R:3:forces:R:3:mulliken_charge:R:1 method="wB97M-V/def2-TZVPD" e_lumo_ev="-6.96 / -6.97" orbital_gap_ev="7.819 / 7.818" charge=+1 homo_energy_ev="-14.783 / -14.785" e_above_lowest_ev=4.562
C 2.093 0.599 -0.096 2.214 0.849 -1.352 0.13
C -0.176 0.690 0.000 3.706 2.058 -0.027 0.54
C -1.561 0.491 -0.020 -0.849 0.931 -0.564 -0.69
N 0.933 1.188 0.091 -4.499 -1.162 0.636 -0.10
N 2.001 -0.602 0.115 2.427 1.000 2.006 0.32
N 1.148 -1.385 -0.101 -2.782 -1.386 -2.904 -0.44
H -1.976 1.124 -0.874 0.101 -0.117 1.533 0.33
H -1.821 0.703 1.065 -0.741 -0.288 -1.413 0.31
H -1.761 -0.503 -0.423 -0.086 -0.365 0.685 0.34
H 1.120 -2.304 0.243 0.507 -1.521 1.400 0.26


No. 4
6
Properties=species:S:1:pos:R:3:forces:R:3:mulliken_charge:R:1 method="wB97M-V/def2-TZVPD" e_lumo_ev=-1.18 orbital_gap_ev=10.011 homo_energy_ev=-11.186 e_above_lowest_ev=0.190
Rb -3.313 -7.589 8.850 -0.366 -0.315 -0.244 1.02
B -6.125 -9.290 7.751 -1.258 -0.136 -1.588 0.61
F -5.878 -8.043 8.413 0.704 0.149 0.335 -0.46
F -6.670 -10.183 8.648 0.139 0.012 0.133 -0.35
F -7.002 -8.983 6.675 0.372 -0.262 0.674 -0.39
F -4.935 -9.817 7.176 0.409 0.553 0.689 -0.43


The calculation returns the following DFT total energy values, one per record and in order: -1066873.3180; -21873.9686; -7631.7438; -12208.7115 eV.